DFT (ωB97M-V/def2-TZVPD) results for a molecular structure, C9H14N4O3 in a non-equilibrium geometry.

The geometry in XYZ format:
```
30
Properties=species:S:1:pos:R:3:lowdin_charge:R:1
C -1.83544 0.18368 0.76495 -0.376
C -0.75206 -0.79794 0.24397 -0.401
C -2.45510 1.00213 -0.56551 -0.046
C -1.31272 1.99210 -1.03684 -0.263
C -0.39020 1.57081 -2.05789 -0.109
C 0.02586 3.72694 -1.22902 -0.193
C 1.37935 -1.94235 0.53262 -0.264
C 1.30886 -3.46270 0.29676 -0.514
C 2.55564 -1.47822 1.48879 -0.058
H -0.18634 1.44803 1.32801 0.180
H -2.04645 1.81569 2.04447 0.210
H -2.50544 -0.46795 1.29806 0.127
H -3.43743 1.44652 -0.26699 0.107
H -2.35041 0.17392 -1.34699 0.107
H -0.24264 0.63366 -2.79626 0.164
H 0.63386 4.60301 -1.07385 0.099
H 1.45778 2.46712 -2.71878 0.240
H -0.02474 -1.02395 2.09544 0.150
H 1.63934 -1.41837 -0.39157 0.139
H 2.42176 -0.31686 1.63767 0.095
H 3.60092 -1.50097 0.70830 0.152
H 2.69563 -2.12476 2.39627 0.077
H -0.29633 -3.06775 -0.84870 0.119
N -1.18120 0.89255 1.80709 -0.054
N -0.89595 3.26047 -0.45557 0.056
N 0.33542 2.73943 -2.28949 -0.039
N 0.19543 -1.26583 1.11618 0.090
O -0.58663 -0.98993 -0.99414 -0.048
O 2.03012 -4.31520 0.69521 0.142
O 0.21910 -3.78327 -0.38222 0.112
```

Computed properties:
- energy above the lowest of the compared OMol25 structures with the same formula, charge and spin (eV) = 6.044

DFT (ωB97M-V/def2-TZVPD) results for a molecular structure, C41H31AsIrN2OS5 in a non-equilibrium geometry.

The geometry in XYZ format:
```
82
Properties=species:S:1:pos:R:3:mulliken_spin:R:1
Ir -0.18620 0.17506 0.14099 0.274
S 1.00858 1.73889 1.00343 0.456
C 1.47100 2.92536 -0.20378 -0.014
C 2.05850 4.10592 0.24268 0.074
C 2.34725 5.08870 -0.68990 -0.032
C 2.04414 4.90512 -2.03229 0.066
C 1.45987 3.72292 -2.47273 -0.013
C 1.19942 2.71853 -1.55471 0.048
As 0.39148 1.03129 -1.99444 0.018
C -1.16091 1.36501 -3.06668 0.002
C -2.33707 1.80167 -2.46282 0.000
C -3.43395 2.10388 -3.25184 0.000
C -3.35246 1.96672 -4.63196 0.001
C -2.18128 1.52597 -5.22845 0.000
C -1.07613 1.21424 -4.44886 0.000
C 1.62758 0.01764 -3.03019 -0.002
C 1.30141 -1.28617 -3.38910 0.000
C 2.19759 -2.02379 -4.14332 0.001
C 3.40816 -1.46301 -4.52883 0.000
C 3.72785 -0.16197 -4.16844 0.001
C 2.83908 0.58611 -3.41167 0.001
H 2.26761 4.26470 1.29202 0.000
H 2.79206 6.01739 -0.36121 0.000
H 2.25872 5.69223 -2.74174 0.002
H 1.22136 3.59155 -3.52151 0.002
H -2.40028 1.91682 -1.38561 -0.002
H -4.35183 2.44608 -2.79439 0.000
H -4.21073 2.20324 -5.24600 0.000
H -2.12612 1.41873 -6.30291 0.000
H -0.16650 0.85841 -4.91695 0.000
H 0.35978 -1.73205 -3.09119 0.000
H 1.95229 -3.03728 -4.42805 0.000
H 4.10534 -2.04405 -5.11693 0.000
H 4.66812 0.27258 -4.47770 0.000
H 3.09460 1.60136 -3.13439 0.003
S -5.83496 0.11851 3.65350 0.000
C -4.39217 0.27170 2.63208 0.000
C -4.01993 -0.75544 1.76839 -0.003
C -2.86143 -0.62983 1.03779 -0.003
N -2.08501 0.45910 1.11546 0.020
C -2.45438 1.47332 1.91041 0.001
C -3.59440 1.41270 2.68184 0.002
C -5.25681 -1.32595 4.53774 0.000
C -4.33588 -1.19275 5.56895 0.000
C -3.87769 -2.34591 6.18766 0.000
N -4.27269 -3.56881 5.85285 0.000
C -5.18303 -3.67939 4.89420 0.000
C -5.70844 -2.59450 4.20276 0.000
H -4.61319 -1.65470 1.68553 0.000
H -2.53777 -1.42200 0.36954 -0.001
H -1.79870 2.33219 1.93726 -0.003
H -3.85252 2.23657 3.33211 0.001
H -3.99306 -0.21804 5.88942 0.000
H -3.15601 -2.27923 6.99449 0.000
H -5.51325 -4.68423 4.65728 0.000
H -6.45403 -2.73755 3.43250 0.000
O 1.06685 -1.22458 -0.32946 0.073
C 1.60252 -1.82980 0.85417 -0.038
C 1.98310 -3.23539 0.44945 -0.005
C 2.81115 -4.08171 1.12749 -0.003
C 2.88032 -5.36537 0.53478 0.000
C 2.10392 -5.46635 -0.58212 0.000
S 1.28341 -4.00599 -0.92223 0.000
C 0.49237 -1.84308 1.89174 0.014
C 0.16499 -0.88128 2.82610 0.002
C -0.96277 -1.23145 3.60986 0.001
C -1.47275 -2.44659 3.25883 0.001
S -0.59148 -3.18080 1.99574 0.000
C 2.81956 -1.04301 1.27268 0.025
C 3.66603 -0.43949 0.40932 0.033
C 4.78414 0.14913 1.05799 -0.014
C 4.76202 -0.04280 2.40558 0.012
S 3.38951 -0.92347 2.88862 -0.001
H 3.35089 -3.80606 2.02138 0.000
H 3.48566 -6.17136 0.91852 0.000
H 1.97288 -6.32180 -1.22350 0.000
H 0.75628 0.00079 3.02160 0.001
H -1.34991 -0.62944 4.41819 0.000
H -2.30330 -2.96355 3.71604 0.000
H 3.50692 -0.45967 -0.66111 0.000
H 5.57592 0.67595 0.54781 0.000
H 5.48185 0.27987 3.13840 0.000
```

Computed properties:
- total charge = +2
- spin multiplicity = 2
- energy above the lowest of the compared OMol25 structures with the same formula, charge and spin (eV) = 0.000

DFT (ωB97M-V/def2-TZVPD) results for a molecular structure, C35H38N6O2S2Tc in a non-equilibrium geometry.

The geometry in XYZ format:
```
84
Properties=species:S:1:pos:R:3:mulliken_spin:R:1
Tc 0.13473 1.62009 0.45200 2.081
O 0.58343 0.66769 4.35040 0.020
C 1.01623 1.24479 3.36060 0.000
O 0.26373 1.68119 2.42100 0.029
C 2.50693 1.44499 3.23040 0.023
C 3.21653 1.57619 4.42310 -0.003
C 4.59353 1.66929 4.43520 0.006
C 5.29243 1.62429 3.23650 -0.002
C 4.60763 1.50459 2.04660 0.011
C 3.21143 1.42269 2.01880 -0.001
S 2.51583 1.22039 0.42370 -0.022
H 2.65313 1.59889 5.34540 0.000
H 5.12063 1.76169 5.37360 0.001
H 6.37073 1.68749 3.23190 0.000
H 5.13333 1.46729 1.10410 0.001
C 0.43113 -3.41691 -2.47250 -0.001
C 0.36483 -2.80671 -3.87660 0.000
C 1.59853 -3.29371 -4.65240 0.000
C -0.90897 -3.31761 -4.55940 0.000
C 0.33593 -1.28271 -3.87320 -0.001
C 0.40903 -0.61701 -5.10510 0.002
C 0.48533 0.75519 -5.18260 0.000
C 0.47453 1.48409 -4.00550 0.019
S 0.66823 3.20169 -3.81350 -0.001
C 0.52613 2.99089 -2.09830 -0.058
N 0.30163 1.74949 -1.68890 -0.105
C 0.31633 0.86459 -2.75320 0.060
C 0.24333 -0.52961 -2.71320 0.011
C 0.59053 4.07149 -1.16280 -0.007
C 0.78583 5.40769 -1.52030 -0.009
C 0.72993 6.37579 -0.54030 0.014
C 0.49603 6.01339 0.78280 -0.009
C 0.33583 4.68199 1.13170 0.023
C 0.36753 3.67229 0.17340 -0.025
H 0.53623 -4.49771 -2.56390 0.000
H -0.47597 -3.21541 -1.90790 0.001
H 1.29253 -3.04291 -1.92060 0.000
H 1.62043 -4.38041 -4.67970 0.000
H 2.50863 -2.94621 -4.17070 0.000
H 1.60063 -2.94371 -5.67930 0.000
H -0.94437 -4.40291 -4.51490 0.000
H -0.94487 -3.01981 -5.60310 0.000
H -1.78477 -2.91911 -4.05410 0.000
H 0.41713 -1.18101 -6.02360 0.000
H 0.56363 1.25989 -6.13220 0.000
H 0.10773 -0.98971 -1.75330 -0.053
H 0.96623 5.67199 -2.55420 -0.001
H 0.85213 7.41549 -0.80200 0.001
H 0.41313 6.78139 1.54110 0.000
H 0.15793 4.41669 2.16550 -0.003
C -2.48627 3.51519 -1.31140 0.034
C -2.83827 2.45469 -0.32780 0.366
C -4.15417 2.09909 -0.07070 0.080
C -4.12187 1.15999 0.95520 0.114
C -2.78547 0.98319 1.29850 0.349
C -2.38617 0.12529 2.45570 0.021
N -1.98737 1.75589 0.49420 -0.102
H -3.41607 3.93329 -1.68970 0.006
H -1.92517 3.13419 -2.16270 0.027
H -1.91787 4.31899 -0.84930 0.028
H -5.01977 2.49459 -0.56740 0.002
H -4.95947 0.67019 1.41380 -0.001
H -3.08657 0.30129 3.27170 0.030
H -1.38927 0.33789 2.82680 0.014
H -2.46507 -0.93031 2.18750 0.057
C -2.32507 -4.79901 1.88800 -0.001
C -1.16557 -4.56281 2.85460 0.000
C -1.57507 -3.63131 3.99500 0.005
C 0.09123 -4.04621 2.12720 0.000
N -0.09797 -2.77861 1.48100 0.002
C 0.46353 -1.57821 1.72120 0.011
N -0.01447 -0.73051 0.83520 -0.043
N -0.85597 -1.41731 0.07450 -0.010
N -0.90887 -2.62721 0.43670 0.008
H -3.14277 -5.29411 2.40570 0.000
H -2.01737 -5.42881 1.05700 0.000
H -2.69387 -3.86111 1.48100 0.000
H -0.87047 -5.52701 3.28530 0.000
H -1.75387 -2.61791 3.64040 0.001
H -0.80617 -3.58941 4.76430 0.000
H -2.49117 -3.99591 4.45420 0.000
H 0.37303 -4.77491 1.36010 0.000
H 0.90873 -3.93361 2.84150 0.000
H 1.16253 -1.36191 2.50180 -0.001
```

Computed properties:
- spin multiplicity = 4
- energy above the lowest of the compared OMol25 structures with the same formula, charge and spin (eV) = 1.050

DFT (ωB97M-V/def2-TZVPD) results for 2 unconnected molecules or ions with the total composition C32H37BO3S in a non-equilibrium geometry.

The geometry in XYZ format:
```
74
Properties=species:S:1:pos:R:3:lowdin_charge:R:1
C 5.40017 -3.13561 -3.58076 -0.076
O 5.09878 -1.88640 -3.00000 -0.041
C 3.81053 -1.43865 -3.22594 -0.189
C 3.44480 -0.17248 -2.72564 0.025
C 2.18802 0.32594 -2.90184 0.007
C 1.18890 -0.43318 -3.55892 -0.203
C -0.12646 0.08155 -3.70316 0.143
C -1.33178 -0.67847 -3.66370 -0.194
C -2.55042 -0.09068 -4.04563 0.016
C -3.73689 -0.76666 -3.90129 -0.011
C -3.77801 -2.03959 -3.34115 -0.231
C -5.08572 -2.72786 -3.13546 -0.026
C -2.57715 -2.63859 -2.97085 -0.001
C -1.37947 -1.98127 -3.12976 -0.001
C 1.56327 -1.69912 -4.07148 -0.003
C 2.83411 -2.17095 -3.92917 0.006
H 6.42797 -3.39465 -3.32802 0.103
H 4.73544 -3.90626 -3.18866 0.099
H 5.31524 -3.07707 -4.66650 0.101
H 4.18080 0.39211 -2.18146 0.134
H 1.91819 1.28480 -2.49352 0.136
H -0.23685 1.15509 -3.74538 0.144
H -2.53852 0.90486 -4.45346 0.125
H -4.65868 -0.30617 -4.21074 0.124
H -4.95558 -3.69100 -2.63849 0.085
H -5.76028 -2.12527 -2.52218 0.099
H -5.57578 -2.90845 -4.09307 0.095
H -2.59873 -3.61998 -2.52796 0.122
H -0.46986 -2.43830 -2.78330 0.112
H 0.84088 -2.26491 -4.63364 0.124
H 3.10063 -3.11098 -4.37353 0.105
C 0.22468 3.62088 7.35327 -0.128
C -0.08236 2.77245 6.18600 -0.610
C -0.79482 1.62058 6.19589 -0.153
C -0.93104 1.02200 4.90755 -0.152
C -0.31867 1.70790 3.92496 -0.378
B -0.27388 1.28433 2.37906 -0.844
C -1.04962 2.37194 1.49420 -0.102
C -2.23262 2.05346 0.87346 -0.056
C -2.88048 2.99534 0.10145 -0.111
C -2.33694 4.25742 -0.03640 -0.130
C -1.15033 4.57465 0.59525 -0.098
C -0.50535 3.62437 1.35807 -0.064
O 1.16208 1.21106 1.94568 0.019
C 1.42621 -0.19080 1.82818 -0.478
C 2.49722 -0.42750 0.76017 -0.018
C 1.90391 -0.69765 3.19288 -0.009
C 0.01368 -0.82256 1.44178 -0.471
C -0.28356 -0.62531 -0.04952 -0.024
C -0.10174 -2.30210 1.81733 -0.015
O -0.93040 -0.05745 2.19831 0.011
S 0.43964 3.12800 4.56375 1.072
H -0.19251 3.20148 8.26916 0.073
H 1.30287 3.71372 7.48618 0.068
H -0.18598 4.62332 7.22612 0.069
H -1.21788 1.19781 7.09471 0.098
H -1.46950 0.10544 4.72227 0.106
H -2.63288 1.06317 1.00151 0.105
H -3.80469 2.74498 -0.39349 0.084
H -2.84099 4.99761 -0.63478 0.084
H -0.72843 5.56116 0.49635 0.091
H 0.41977 3.84268 1.86197 0.087
H 2.66439 -1.49003 0.58947 0.083
H 2.20476 0.03304 -0.18017 0.045
H 3.43978 0.02546 1.06138 0.087
H 2.16613 -1.75408 3.16213 0.076
H 2.77815 -0.13741 3.51908 0.092
H 1.12373 -0.55244 3.93737 0.084
H 0.38790 -1.21747 -0.66949 0.064
H -1.30540 -0.92209 -0.27904 0.084
H -0.17403 0.42331 -0.32146 0.091
H 0.65370 -2.89913 1.30878 0.078
H 0.01135 -2.43847 2.89081 0.080
H -1.08337 -2.68489 1.54444 0.079
```

Computed properties:
- energy above the lowest of the compared OMol25 structures with the same formula, charge and spin (eV) = 3.446